Entry from the OMol25 dataset: 2 unconnected molecules or ions with the total composition C2H2NO2S at a distorted geometry (ωB97M-V/def2-TZVPD).

```
8
Properties=species:S:1:pos:R:3:nbo_charge:R:1
C 0.45690 0.02515 0.33434 -0.67
C 1.69009 -0.05110 0.17356 0.26
N 2.96206 -0.24617 0.07042 -0.87
O -2.88799 -1.34021 0.14765 -0.89
O -2.81966 1.09538 -0.39168 -0.89
S -2.33026 -0.23971 -0.69892 1.58
H -0.36586 0.13661 0.83190 0.18
H 3.29472 0.62006 -0.46726 0.32
```

As for the charge: -1. As for the orbital gap (alpha / beta): 5.476 / 5.537 eV. As for the multiplicity: 1. Its energy relative to the best compared isomer or geometry (same formula, charge and spin) is 3.821 eV. As for the total energy: -18524.609 eV.